#w
One molecule with the formula C2H8N4S. Source: OMol25; level of theory: ωB97M-V/def2-TZVPD.

For the lowest unoccupied orbital energy, the calculation gives 0.439 eV. Its SMILES is CN/C(=N/N)NS. Its orbital gap is 8.94 eV.

Last column: natural (NBO) charge in e.
Geometry (Å):
C -0.7140 2.0421 -0.1268  -0.435
N 0.4922 1.0663 -0.0958  -0.658
C 0.1321 -0.2435 -0.1633  0.511
N -1.1520 -0.4852 -0.0185  -0.429
N -1.3520 -2.0184 -0.0015  -0.724
N 1.1161 -1.2607 -0.1893  -0.726
S 2.6969 -0.3607 -0.1586  0.141
H -1.0846 2.0199 -1.3391  0.226
H -0.0100 2.9428 0.0110  0.206
H -1.5486 1.8470 0.7067  0.232
H 1.3161 1.1396 0.8401  0.398
H -1.8925 -2.0304 -1.0074  0.350
H -2.2172 -2.0655 0.7156  0.360
H 1.0132 -2.1912 -0.3633  0.429
H 3.2042 -0.4021 1.1903  0.117


#x
C2H8N4S as an isolated structure. Source: OMol25; level of theory: ωB97M-V/def2-TZVPD.

For the lowest unoccupied orbital energy, the calculation gives 0.453 eV. Its orbital gap is 9.63 eV.

Last column: natural (NBO) charge in e.
Geometry (Å):
C -0.4133 -1.5351 1.4536  -0.467
C 0.2324 0.5879 -0.3900  0.571
H -0.6776 -0.4208 1.8160  0.209
H -1.5792 -2.0064 1.6338  0.177
H 0.3096 -1.9938 2.2845  0.217
H 1.1661 -1.4521 0.2131  0.315
H -1.3941 -0.6388 -1.0708  0.402
H 1.6908 0.1303 0.9426  0.355
H -1.0562 1.2930 -2.0227  0.400
H 1.3946 2.7791 -2.3342  0.063
N -0.0770 -1.7385 0.0772  -0.410
N -0.5129 -0.5999 -0.5991  -0.508
N 1.1563 0.9036 0.4985  -0.756
N -0.4088 1.6004 -1.2045  -0.829
S 0.1692 3.0910 -1.2982  0.261


#y
One molecule with the formula C2H8N4S. Source: OMol25; level of theory: ωB97M-V/def2-TZVPD.

For the lowest unoccupied orbital energy, the calculation gives 0.760 eV. Its SMILES is CN/C(=N/N)NS. Its orbital gap is 9.14 eV.

Last column: natural (NBO) charge in e.
Geometry (Å):
C 1.6443 0.6113 1.7034  -0.428
N 1.2246 0.5507 0.1946  -0.628
C 0.1211 -0.0438 -0.1993  0.544
N -0.8598 -0.3777 0.5749  -0.439
N -1.9903 -1.1062 -0.1215  -0.684
N 0.2016 -0.0368 -1.6393  -0.792
S -1.2605 -0.0390 -2.6562  0.063
H 2.5012 1.5428 1.6967  0.193
H 1.9142 -0.4123 2.2182  0.227
H 0.8140 1.1383 2.2315  0.211
H 1.8541 1.3016 -0.2741  0.425
H -2.6932 -0.1072 -0.1318  0.347
H -2.3384 -1.4601 0.7868  0.362
H 0.9893 -0.2859 -2.2195  0.411
H -2.1221 -1.2758 -2.1645  0.188


Which is most stable, and by how much? #y, by 3.0 kcal/mol.


#w
One molecule with the formula C4H11NOS. Source: OMol25; level of theory: ωB97M-V/def2-TZVPD.

For the lowest unoccupied orbital energy, the calculation gives 0.812 eV. Its SMILES is CN[C@H](CO)CS. Its orbital gap is 9.35 eV.

Last column: natural (NBO) charge in e.
Geometry (Å):
C 0.3305 0.0367 -2.1840  -0.418
N 1.1775 -0.1536 -1.0106  -0.619
C 0.5294 -0.0598 0.2833  -0.100
C -0.3727 -1.2691 0.4999  -0.063
O -0.6993 -1.3175 1.8843  -0.729
C -0.2376 1.2473 0.5447  -0.533
S 0.0980 1.9952 2.1829  -0.055
H -0.5086 -0.6510 -2.1474  0.191
H -0.1061 1.0413 -2.2571  0.163
H 0.9428 -0.1350 -3.0620  0.206
H 1.9692 0.4736 -1.0537  0.360
H 1.3066 -0.1554 1.0431  0.220
H -1.3023 -1.1876 -0.0812  0.150
H 0.1397 -2.1771 0.1493  0.177
H -1.2040 -2.1279 2.0421  0.472
H -1.3199 1.1329 0.4682  0.222
H 0.0621 2.0341 -0.1567  0.222
H -0.8052 1.2730 2.8549  0.134


#x
A 2-piece molecular cluster, C4H11NOS overall. Source: OMol25; level of theory: ωB97M-V/def2-TZVPD.

For the lowest unoccupied orbital energy, the calculation gives 0.674 eV. Its SMILES is CC(N)=O.CCS. Its orbital gap is 9.40 eV.

Last column: natural (NBO) charge in e.
Geometry (Å):
C -1.9044 -2.0853 -0.7434  -0.725
C -0.6370 -2.0220 0.1206  0.675
N -0.8761 -1.7595 1.4842  -0.864
O 0.5415 -2.2200 -0.1529  -0.610
H -2.3714 -1.1498 -0.4936  0.236
H -2.4839 -3.0169 -0.3881  0.241
H -1.7087 -2.3390 -1.8296  0.252
H -0.0884 -1.9083 2.1975  0.416
H -1.7938 -1.6302 1.8432  0.383
C 1.3432 1.8428 1.3511  -0.623
C 1.0968 1.1664 -0.0479  -0.534
S 0.2359 2.3786 -1.0668  -0.050
H 0.5141 2.1219 1.9603  0.213
H 1.9854 2.7067 1.1590  0.209
H 2.0047 1.1234 1.9217  0.212
H 2.1680 1.0388 -0.5730  0.215
H 0.5461 0.1484 0.0286  0.238
H -0.1380 1.5127 -2.0061  0.116


Which is most stable, and by how much? #x, by 4.2 kcal/mol.